1.
The following is a DFT calculation (wB97M-V/def2-TZVPD) of C15H31N5O7Y as an isolated structure at a distorted geometry.

Element x y z (Å)
Y  -0.93  0.32  -1.18
O  -1.09  0.24  -5.47
O  -1.02  -2.32  -3.29
O  1.05  1.36  -2.97
O  -2.62  -0.44  1.53
O  -0.89  1.88  1.48
O  0.78  -0.52  -0.05
O  -3.04  1.55  -1.09
N  -0.47  2.14  0.25
N  -1.31  -1.82  -2.00
N  -2.26  -0.96  0.27
N  0.56  -0.33  2.19
N  0.49  1.95  -1.97
C  -2.02  -4.15  -1.69
C  0.49  3.10  0.02
C  3.47  -0.78  3.52
C  3.59  -0.85  2.01
C  0.94  -0.64  3.56
C  1.21  -0.79  1.12
C  -1.98  1.05  -4.67
C  -3.12  -3.18  1.03
C  2.46  -1.60  1.30
C  -2.46  -2.26  0.06
C  2.32  3.60  -1.76
C  2.25  0.00  4.01
C  -1.90  -2.75  -1.21
C  1.11  2.92  -1.24
C  0.84  4.17  0.98
H  3.69  0.17  1.60
H  -0.70  -1.58  -3.84
H  2.16  3.94  -2.80
H  1.00  -1.73  3.69
H  -1.90  -4.86  -0.86
H  -1.38  1.78  -4.10
H  3.44  -1.79  3.93
H  0.12  -0.29  4.19
H  1.70  4.76  0.63
H  2.25  0.03  5.10
H  -0.02  4.84  1.10
H  2.30  1.04  3.66
H  -1.38  0.34  -6.39
H  2.19  -2.49  1.89
H  -3.81  1.05  -0.74
H  -2.08  0.39  1.62
H  1.09  3.75  1.96
H  -3.69  -2.64  1.78
H  4.37  -0.31  3.93
H  2.54  4.48  -1.15
H  3.22  2.97  -1.72
H  -2.37  -3.79  1.56
H  -2.70  1.64  -5.28
H  -2.57  0.38  -4.02
H  -3.03  -4.30  -2.10
H  -0.08  0.46  2.05
H  2.79  -1.93  0.31
H  -3.05  2.39  -0.59
H  -1.26  -4.34  -2.45
H  -3.81  -3.86  0.50
H  4.53  -1.36  1.76

gap between HOMO and LUMO (spin up / spin down): 4.79 / 4.75 eV
HOMO energy (spin up / spin down): -9.32 / -9.29 eV
charge: +1
energy above the lowest of the compared OMol25 structures with the same formula, charge and spin: 64.1 kJ/mol

2.
The following is a DFT calculation (wB97M-V/def2-TZVPD) of C10H8CuN2Se2Te2 as an isolated structure at a distorted geometry.

Element x y z (Å)
Te  1.77  -3.48  -4.22
Te  0.44  -1.54  -5.52
Se  1.57  -2.92  -1.86
Se  -0.36  -0.05  -3.77
Cu  0.36  -0.90  -1.69
N  1.22  0.50  -0.44
N  -1.09  -0.87  -0.21
C  -2.22  -1.55  -0.13
C  -2.82  -0.55  1.95
C  -0.77  0.02  0.80
C  2.08  2.35  1.46
C  -1.67  0.17  1.90
C  0.90  1.69  1.64
C  0.44  0.74  0.68
C  -3.13  -1.46  0.90
C  2.36  1.16  -0.59
C  2.86  2.09  0.31
H  2.42  3.06  2.20
H  -1.44  0.86  2.70
H  -4.04  -2.05  0.90
H  0.31  1.90  2.53
H  2.92  0.92  -1.49
H  3.80  2.58  0.12
H  -3.50  -0.44  2.79
H  -2.41  -2.23  -0.96

gap between HOMO and LUMO: 3.71 eV
HOMO energy: -2.11 eV
charge: -1

3.
The following is a DFT calculation (wB97M-V/def2-TZVPD) of one molecule with the formula C18H21ClN4O2 at a distorted geometry.

Element x y z (Å)
Cl  5.35  2.66  -1.25
O  2.07  3.93  3.63
O  0.71  0.66  0.95
N  -0.92  1.19  2.38
N  -2.42  -2.76  -0.80
N  5.71  4.77  0.80
N  0.10  2.10  2.52
C  -1.76  -3.18  -2.01
C  2.67  3.51  2.44
C  3.08  2.26  0.34
C  -0.53  0.37  1.43
C  4.28  2.97  0.14
C  4.05  5.19  3.30
C  2.74  5.11  4.09
C  4.62  3.99  1.04
C  -1.75  -3.17  0.46
C  1.04  1.79  1.66
C  -0.74  -2.09  0.88
C  -1.92  -4.65  -2.37
C  3.83  4.23  2.18
C  -2.62  -3.58  -3.17
C  -2.05  -0.38  -0.40
C  -3.04  -1.41  -0.82
C  2.29  2.54  1.49
C  -1.43  -0.75  0.97
H  5.72  5.73  1.16
H  -1.04  -5.14  -2.81
H  4.15  6.24  2.99
H  -2.29  -0.85  1.67
H  2.79  1.50  -0.41
H  -3.90  -1.43  -0.15
H  -2.59  0.56  -0.34
H  -3.70  -3.52  -3.02
H  4.90  4.88  3.90
H  -2.53  -5.30  -1.73
H  6.21  4.60  -0.07
H  -2.28  -3.43  -4.21
H  -0.76  -2.72  -2.23
H  -3.46  -1.21  -1.81
H  0.06  -1.96  0.13
H  -0.26  -2.30  1.86
H  2.89  5.09  5.18
H  -1.23  -0.27  -1.12
H  -2.51  -3.29  1.27
H  -1.30  -4.13  0.32
H  2.10  5.98  3.91

gap between HOMO and LUMO: 8.57 eV
structure (SMILES): Nc1c(Cl)cc(-c2nnc(C3CCN(C4CC4)CC3)o2)c2c1CCO2
HOMO energy: -7.93 eV
charge: 0
energy above the lowest of the compared OMol25 structures with the same formula, charge and spin: 256.7 kJ/mol

4.
The following is a DFT calculation (wB97M-V/def2-TZVPD) of a 2-piece molecular cluster, CH3FOS overall at a distorted geometry.

Element x y z (Å)
S  -1.45  -1.09  0.29
F  2.36  -0.99  -0.08
O  2.11  1.17  0.30
C  1.55  0.13  -0.10
H  3.11  1.37  0.61
H  -2.56  -1.39  0.75
H  -1.74  -2.02  -0.60

gap between HOMO and LUMO: 9.74 eV
HOMO energy: -9.39 eV
charge: 0
energy above the lowest of the compared OMol25 structures with the same formula, charge and spin: 247.5 kJ/mol

5.
The following is a DFT calculation (wB97M-V/def2-TZVPD) of a 2-piece molecular cluster, C5H14NO overall.

Element x y z (Å)
O  0.77  0.58  -0.99
N  -0.91  -1.69  -0.28
C  -1.87  0.96  2.28
C  3.01  -0.05  -1.54
C  -1.06  -0.16  1.63
C  -1.76  -0.71  0.39
C  1.75  0.74  -1.91
H  -0.84  -0.97  2.32
H  -1.42  -2.05  -1.08
H  2.04  1.81  -2.06
H  -0.13  0.28  1.27
H  -2.85  0.62  2.63
H  2.77  -1.11  -1.40
H  3.36  0.30  -0.57
H  -2.01  1.78  1.57
H  3.86  0.03  -2.23
H  1.43  0.42  -2.93
H  -0.11  -1.16  -0.69
H  -2.69  -1.19  0.71
H  -1.98  0.17  -0.24
H  -1.36  1.42  3.13

gap between HOMO and LUMO: 6.81 eV
HOMO energy: -2.70 eV
charge: -1
energy above the lowest of the compared OMol25 structures with the same formula, charge and spin: 16.2 kJ/mol

6.
The following is a DFT calculation (wB97M-V/def2-TZVPD) of one molecule with the formula C2H6N2S2 at a distorted geometry.

Element x y z (Å)
S  -2.60  -0.76  0.02
S  1.15  -1.80  0.12
N  -0.25  -1.31  -0.73
N  -0.32  0.80  0.28
C  0.97  1.41  -0.29
C  -0.94  -0.33  -0.23
H  1.35  0.46  -0.94
H  -0.96  1.16  1.02
H  1.46  1.74  0.85
H  0.69  2.54  -0.76
H  0.39  -1.85  1.43
H  -0.94  -2.08  -0.78

gap between HOMO and LUMO: 8.76 eV
structure (SMILES): CNC(=S)NS
HOMO energy: -8.36 eV
charge: 0
energy above the lowest of the compared OMol25 structures with the same formula, charge and spin: 273.6 kJ/mol

7.
The following is a DFT calculation (wB97M-V/def2-TZVPD) of one molecule with the formula C13H19ClF3I3N2O6S at a distorted geometry.

Element x y z (Å)
I  0.51  -3.49  -0.28
I  0.48  -2.15  3.67
I  2.25  2.83  -2.14
Cl  3.10  0.19  1.59
S  -0.48  0.98  0.76
F  -3.66  1.89  -1.07
F  -5.01  0.63  -2.08
F  -4.70  0.34  0.01
O  4.20  -1.14  -2.35
O  0.55  1.96  -0.01
O  0.03  0.73  2.06
O  -2.34  0.21  -2.63
O  -1.72  1.64  0.79
O  2.36  -0.01  -2.39
N  3.07  -1.28  -2.52
N  0.06  -1.31  -2.54
C  1.76  1.42  -0.51
C  -4.07  0.67  -1.09
C  -0.90  -2.00  1.98
C  -2.14  -0.90  -0.38
C  1.65  0.00  -1.14
C  2.95  1.56  0.45
C  -3.00  -0.34  -1.52
C  2.99  2.94  1.12
C  0.18  -0.32  -1.48
C  -0.65  -0.59  -0.21
C  -0.02  -1.67  0.73
C  -1.68  -3.31  2.00
C  2.75  2.92  2.63
H  2.28  3.63  0.67
H  -3.60  -1.16  -1.90
H  -1.56  -1.20  2.26
H  -1.09  -4.16  2.29
H  2.14  -0.77  -0.55
H  3.82  1.51  -0.19
H  -2.63  -0.61  0.54
H  3.67  2.64  3.12
H  -0.80  -1.83  -2.45
H  1.93  2.28  2.92
H  0.91  -1.29  1.11
H  -2.93  0.17  -3.40
H  2.51  3.92  2.99
H  -2.24  -3.52  1.10
H  -2.42  -3.21  2.79
H  -2.22  -1.98  -0.39
H  -0.04  -0.80  -3.41
H  3.96  3.39  0.95
H  -0.20  0.61  -1.89

gap between HOMO and LUMO: 8.74 eV
structure (SMILES): CC[C@@H](Cl)[C@]1(I)OS(=O)(=O)[C@](C[C@H](O)C(F)(F)F)([C@H](I)[C@@H](C)I)[C@H](N)[C@H]1ON=O
HOMO energy: -9.25 eV
charge: 0

8.
The following is a DFT calculation (wB97M-V/def2-TZVPD) of C60H41N14O7PbS as an isolated structure at a distorted geometry.

Element x y z (Å)
Pb  0.62  0.38  0.11
S  -2.37  1.09  -1.81
O  -3.70  4.11  0.48
O  -1.94  3.99  1.69
O  -1.73  -3.44  3.10
O  -7.16  0.93  0.76
O  -6.58  -1.13  1.07
O  -2.20  -0.59  4.58
O  -1.25  1.57  2.59
N  -0.60  -1.47  1.42
N  0.92  5.69  -2.40
N  -2.96  3.50  1.25
N  2.64  0.14  -1.05
N  -6.34  0.09  1.11
N  1.62  4.83  1.68
N  -4.69  -0.33  -1.67
N  1.74  4.17  2.83
N  0.90  3.11  -1.42
N  2.13  -0.23  1.81
N  1.45  2.61  1.36
N  -2.08  -1.02  3.30
N  0.14  -1.32  -1.56
N  -4.29  0.51  -3.62
C  1.63  2.85  2.63
C  4.64  0.97  -1.71
C  1.68  0.44  -6.92
C  -4.44  -4.84  -1.77
C  -2.40  1.27  2.27
C  5.55  1.19  1.09
C  0.36  -1.11  7.80
C  2.88  -0.38  3.96
C  0.51  0.25  5.82
C  -3.62  1.20  -4.69
C  -0.15  -2.08  -3.70
C  -1.57  -2.73  -0.44
C  6.89  2.90  2.15
C  -5.06  0.50  1.53
C  -0.66  -1.10  2.71
C  -2.46  -3.89  -0.74
C  3.00  -1.31  -5.23
C  0.43  -0.81  3.53
C  -3.36  2.17  1.64
C  0.52  0.13  7.20
C  -3.78  0.41  -2.36
C  -4.18  -0.44  2.12
C  -3.62  -3.75  -1.49
C  1.75  -0.53  3.07
C  4.21  0.63  0.78
C  2.69  0.11  -2.40
C  1.43  3.87  0.80
C  2.02  -0.47  -4.71
C  -1.49  -2.33  0.90
C  6.71  0.63  0.57
C  7.95  1.20  0.82
C  -5.51  -0.15  -3.69
C  0.61  -1.22  -2.84
C  3.92  0.06  3.20
C  1.12  5.44  -1.12
C  -1.04  -2.73  -2.91
C  -2.93  -0.09  2.49
C  1.36  0.40  -5.57
C  5.66  2.33  1.89
C  0.65  3.36  -2.69
C  1.72  -0.49  -3.25
C  -4.63  1.80  1.31
C  0.70  4.65  -3.19
C  3.33  -1.27  -6.58
C  -0.84  -2.24  -1.56
C  3.44  0.17  1.85
C  0.14  -2.22  7.00
C  1.16  4.14  -0.62
C  3.82  0.61  -0.59
C  -5.76  -0.66  -2.47
C  3.94  0.66  -2.83
C  8.04  2.34  1.60
C  -2.63  -2.38  3.16
C  -2.37  -3.05  1.89
C  -4.09  -6.10  -1.30
C  0.29  -0.86  5.02
C  2.67  -0.39  -7.43
C  -2.93  -6.26  -0.56
C  -2.12  -5.17  -0.28
C  0.11  -2.10  5.63
H  -3.11  -3.75  1.52
H  -3.50  -2.53  3.78
H  -3.89  -2.76  -1.87
H  -4.58  -0.58  -0.70
H  -4.58  -1.43  2.28
H  6.63  -0.27  -0.02
H  0.00  -2.21  -4.76
H  -1.74  -3.49  -3.21
H  -3.29  2.17  -4.34
H  0.38  2.50  -3.30
H  1.25  6.29  -0.46
H  4.75  2.77  2.30
H  2.88  -0.58  5.02
H  4.25  0.78  -3.86
H  -1.21  -5.29  0.30
H  5.62  1.42  -1.66
H  -6.09  -0.18  -4.59
H  -0.01  -3.19  7.46
H  -2.74  0.64  -5.02
H  2.92  -0.36  -8.48
H  0.63  1.22  5.35
H  -5.34  -4.70  -2.35
H  1.68  2.10  3.40
H  -2.65  -7.24  -0.20
H  4.93  0.27  3.52
H  0.59  1.05  -5.18
H  4.10  -1.92  -6.97
H  3.51  -2.00  -4.57
H  -5.29  2.51  0.84
H  1.17  1.13  -7.58
H  -4.72  -6.95  -1.51
H  0.39  -1.20  8.88
H  -4.31  1.32  -5.53
H  1.83  4.68  3.69
H  -6.60  -1.21  -2.09
H  9.01  2.79  1.79
H  6.96  3.78  2.77
H  -0.05  -2.97  5.00
H  8.84  0.76  0.40
H  0.68  1.01  7.81
H  0.56  4.87  -4.24

gap between HOMO and LUMO: 5.40 eV
HOMO energy: -4.48 eV
charge: -1
energy above the lowest of the compared OMol25 structures with the same formula, charge and spin: 118.4 kJ/mol

> Number 6 is which compound?

C2H6N2S2

> charge of number 4 (CH3FOS)?

0